Below is C18H29N2NdO6P2 as an isolated structure, with properties calculated with ωB97M-V/def2-TZVPD.

Each line ends with the Mulliken spin population.
Positions of all 58 atoms, in Å:
Nd 0.349 -0.018 0.189  3.058
P 2.637 -1.139 -1.191  -0.001
P -1.405 2.331 -0.103  0.000
O -0.996 -0.889 1.888  0.001
O 2.244 0.059 1.949  -0.002
O -5.899 -6.168 2.720  0.000
O -6.704 -4.488 3.883  0.000
O -0.804 -2.187 0.087  -0.003
O 4.686 1.063 1.166  0.000
N -5.856 -4.977 3.109  0.000
N 1.425 1.760 -1.521  -0.001
C 3.391 2.634 -2.599  0.000
C 2.736 1.652 -1.860  -0.004
C -3.422 -2.163 2.649  -0.001
C -3.819 -4.798 1.776  0.000
C 2.673 3.705 -3.137  0.001
C 3.843 -2.128 -0.221  -0.001
C 0.734 2.824 -1.996  0.001
C -2.511 -2.749 1.748  -0.003
C -4.756 -4.198 2.648  0.000
C 2.800 -1.907 -2.834  -0.001
C -1.370 -1.925 1.203  -0.004
C -3.180 2.330 -0.583  -0.001
C 1.307 3.761 -2.851  -0.001
C -4.561 -2.859 3.066  0.000
C -1.454 3.902 0.847  -0.002
C -0.732 3.048 -1.677  0.000
C 3.550 0.450 -1.459  0.000
C -2.708 -4.079 1.333  0.000
H 4.055 -1.626 0.730  0.000
H -3.213 -1.164 3.055  0.000
H 2.130 -2.778 -2.856  0.000
H 3.150 4.469 -3.754  0.000
H -3.733 1.798 0.206  0.000
H 2.405 -0.206 2.862  0.000
H -1.980 -4.581 0.697  0.000
H -1.297 0.156 -1.432  -0.027
H 0.786 1.724 1.708  -0.011
H 3.843 -2.220 -2.988  0.000
H -3.269 1.773 -1.528  0.001
H -2.116 4.660 0.389  0.000
H -3.599 3.343 -0.697  0.000
H 4.770 -2.263 -0.790  0.000
H 2.501 -1.166 -3.589  0.000
H 3.870 0.838 1.680  0.000
H -1.825 3.681 1.861  0.000
H 4.459 2.522 -2.781  0.000
H -0.426 4.296 0.912  0.000
H -3.991 -5.824 1.458  0.000
H -5.306 -2.374 3.704  0.000
H 3.381 -3.105 -0.032  0.000
H 0.658 4.530 -3.269  0.000
H -0.909 4.141 -1.673  0.000
H 4.126 0.662 -0.508  0.000
H 4.276 0.241 -2.263  0.000
H -1.326 2.613 -2.502  0.000
H 4.757 2.027 1.163  0.000
H 1.627 0.988 2.009  0.001

Forces on atoms 1 to 2 (eV/Å):
-1.41 0.90 -0.17
0.86 0.15 -0.16

The value obtained for the HOMO-LUMO gap (spin up / spin down) is 6.2 / 6.2 eV. The value obtained for the HOMO energy (spin up / spin down) is -7.17 / -7.16 eV. The value obtained for the LUMO energy (spin up / spin down) is -0.94 / -0.94 eV. Its spin multiplicity is 4.


Below is C22H23ClFeN5OP as an isolated structure, with properties calculated with ωB97M-V/def2-TZVPD.

Each line ends with the Mulliken spin population.
Positions of all 54 atoms, in Å:
Fe -0.605 -0.783 -1.386  3.863
Cl 5.656 3.325 -1.603  0.129
P -0.074 -1.486 1.042  -0.020
O 1.339 -0.544 -1.798  0.230
N -2.562 0.054 -2.130  0.026
N 1.208 -3.477 2.608  0.001
N -0.205 -1.909 3.768  0.004
N 1.902 -1.190 2.970  0.001
N -0.443 1.563 -1.411  0.127
C 3.069 2.610 -1.421  0.001
C 2.261 0.325 -1.815  0.131
C 4.377 2.209 -1.680  0.256
C 4.628 0.869 -2.068  -0.025
C 1.462 -0.627 1.718  0.009
C -3.537 -0.719 -2.566  -0.003
C -1.657 2.216 -1.626  0.007
C -2.750 1.388 -2.031  -0.002
C 0.670 2.230 -1.372  -0.044
C 0.617 -3.236 1.269  0.001
C 2.368 -2.522 2.878  0.001
C 1.999 1.714 -1.481  0.098
C 3.606 -0.030 -2.143  0.126
C -4.145 3.381 -2.308  0.046
C -4.810 -0.232 -2.887  0.002
C -5.040 1.120 -2.790  0.011
C -4.000 1.978 -2.378  -0.012
C 0.926 -1.039 4.036  -0.001
C -3.084 4.165 -1.924  -0.012
C -1.857 3.594 -1.587  0.044
C -1.025 -1.471 2.673  0.007
C 0.173 -3.269 3.714  0.002
H 1.392 -3.397 0.513  0.001
H 3.782 -1.044 -2.465  0.001
H -5.093 3.827 -2.571  0.001
H -3.317 -1.777 -2.663  -0.005
H 2.842 -2.823 3.817  0.000
H -1.060 4.257 -1.293  -0.001
H -1.375 -0.454 2.865  -0.001
H 2.270 -0.700 0.983  -0.001
H 2.888 3.648 -1.183  -0.001
H 3.094 -2.620 2.066  0.000
H -1.902 -2.120 2.589  0.000
H 1.381 -1.305 4.991  0.000
H 0.626 -3.577 4.661  0.000
H -6.004 1.543 -3.035  0.001
H 0.598 -0.002 4.101  0.000
H 0.638 3.320 -1.345  0.003
H -3.183 5.240 -1.886  0.000
H -0.691 -3.906 3.509  0.000
H 5.634 0.568 -2.322  -0.002
H -5.587 -0.908 -3.205  -0.001
H 1.234 0.431 1.868  -0.001
H -0.181 -3.966 1.088  0.000
H 1.553 -4.442 2.648  0.000

Forces on atoms 1 to 2 (eV/Å):
-0.38 2.38 -0.42
-0.53 -0.45 0.00

The value obtained for the HOMO-LUMO gap (spin up / spin down) is 7.3 / 4.9 eV. The value obtained for the HOMO energy (spin up / spin down) is -16.33 / -16.36 eV. The value obtained for the LUMO energy (spin up / spin down) is -9.06 / -11.50 eV. Its spin multiplicity is 6. As for the charge: +3.


Below is a 2-piece molecular cluster, CH4N2O2 overall, with properties calculated with ωB97M-V/def2-TZVPD.

Each line ends with the Mulliken charge.
Positions of all 9 atoms, in Å:
O -0.241 1.043 -0.108  -0.262
O -1.678 -1.354 0.069  -0.363
N -1.467 0.976 -0.165  -0.001
N -2.076 -0.118 0.024  0.306
C 2.156 -0.113 0.022  -0.760
H -3.043 0.059 0.237  0.302
H 1.990 -0.448 -1.064  0.211
H 2.322 -0.991 0.716  0.268
H 2.038 0.947 0.269  0.299

Forces on atoms 1 to 2 (eV/Å):
-1.48 -0.86 -0.12
-0.12 2.45 -0.17

The value obtained for the HOMO-LUMO gap (spin up / spin down) is 11.0 / 5.7 eV. The value obtained for the HOMO energy (spin up / spin down) is -10.56 / -8.15 eV. The value obtained for the LUMO energy (spin up / spin down) is 0.43 / -2.46 eV. The energy above the lowest of the compared OMol25 structures with the same formula, charge and spin is 7.363 eV.


Below is a single C17H26N2S molecule, with properties calculated with ωB97M-V/def2-TZVPD.

Each line ends with the Mulliken charge.
Positions of all 46 atoms, in Å:
S -0.143 1.483 -2.018  -0.322
N 1.570 0.279 -0.420  0.332
N -0.274 1.254 0.598  -0.157
C 2.370 0.286 0.797  0.216
C 0.357 -2.183 -4.368  -0.622
C -1.581 1.879 0.590  -0.723
C -2.866 -0.115 1.476  -0.471
C 1.193 -1.293 -3.718  -0.472
C 0.382 -2.071 -1.608  0.160
C 2.439 -1.106 1.430  -1.326
C -0.474 -3.016 -3.638  -0.402
C 1.212 -1.226 -2.332  0.800
C -1.818 2.597 1.919  -1.029
C 2.147 -0.268 -1.634  -1.455
C 3.773 0.850 0.547  -1.537
C 0.408 0.976 -0.539  0.387
C -0.459 -2.957 -2.256  -0.798
C -2.693 0.859 0.314  -0.775
C -2.021 1.621 3.078  -0.561
C -3.150 0.643 2.769  -0.732
H -1.099 1.065 3.271  0.305
H -2.711 3.216 1.816  0.433
H 0.347 -2.219 -5.447  0.379
H 4.251 1.062 1.500  0.439
H 1.881 0.972 1.497  0.423
H -3.626 1.401 0.152  0.452
H -0.974 3.258 2.129  0.366
H 4.401 0.151 0.002  0.348
H -3.688 -0.799 1.258  0.355
H -4.086 1.197 2.661  0.325
H -2.253 2.183 3.985  0.331
H -1.107 -3.601 -1.679  0.399
H -0.085 0.687 1.410  0.318
H 1.444 -1.466 1.683  0.277
H 1.826 -0.632 -4.292  0.357
H -1.963 -0.720 1.594  0.190
H -1.134 -3.705 -4.145  0.381
H 2.894 -1.817 0.745  0.267
H -1.563 2.608 -0.227  0.547
H 2.416 0.540 -2.326  0.273
H 3.706 1.776 -0.019  0.410
H 3.034 -1.072 2.339  0.488
H 0.385 -2.028 -0.528  0.270
H 3.057 -0.807 -1.363  0.456
H -3.271 -0.059 3.597  0.358
H -2.454 0.320 -0.604  0.344

Forces on atoms 1 to 2 (eV/Å):
-0.20 0.28 -0.53
-0.16 0.06 0.05

The value obtained for the HOMO-LUMO gap is 8.4 eV. The value obtained for the HOMO energy is -7.75 eV. The value obtained for the LUMO energy is 0.67 eV. Its SMILES is CC(C)N(Cc1ccccc1)C(=S)NC1CCCCC1. The energy above the lowest of the compared OMol25 structures with the same formula, charge and spin is 0.516 eV.


Below is an isolated ion of composition C3H11IN4 and charge +2, with properties calculated with ωB97M-V/def2-TZVPD.

Each line ends with the Mulliken charge.
Positions of all 19 atoms, in Å:
I 3.307 0.429 0.187  0.661
N -1.072 0.766 -0.443  0.202
N -0.213 1.457 -1.247  -0.589
N 1.382 0.274 0.207  -0.381
N -0.734 -0.625 -0.255  -0.373
C 1.045 -2.333 -0.046  -1.100
C 0.642 -0.917 0.266  0.381
C -1.259 1.701 0.823  -0.595
H -2.131 0.936 -0.792  0.487
H 0.533 1.871 -0.733  0.301
H -0.961 2.647 0.439  0.369
H 1.864 -2.846 0.640  0.398
H -0.016 1.124 -2.182  0.265
H -1.481 -1.286 0.144  0.329
H -2.339 1.631 1.277  0.294
H 0.454 -0.878 1.314  0.370
H 0.018 -2.975 -0.033  0.346
H 1.477 -2.281 -1.146  0.348
H -0.517 1.306 1.581  0.287

Forces on atoms 1 to 2 (eV/Å):
-0.27 -0.50 -0.09
-3.90 1.10 1.21

The value obtained for the HOMO-LUMO gap (spin up / spin down) is 6.7 / 6.7 eV. The value obtained for the HOMO energy (spin up / spin down) is -18.35 / -18.35 eV. The value obtained for the LUMO energy (spin up / spin down) is -11.65 / -11.65 eV. The energy above the lowest of the compared OMol25 structures with the same formula, charge and spin is 3.337 eV. As for the charge: +2.


Below is a 2-piece molecular cluster, C3H5NO3 overall, with properties calculated with ωB97M-V/def2-TZVPD.

Each line ends with the Mulliken charge.
Positions of all 12 atoms, in Å:
O -0.609 -0.383 1.884  -0.479
O -0.857 1.299 0.455  -0.423
O 0.457 1.501 2.287  -0.520
N -0.782 -0.186 -2.265  -0.449
C 0.208 -0.671 -1.728  0.592
C 1.180 -0.780 -0.912  -0.918
C -0.219 0.858 1.561  0.734
H -0.017 -0.789 2.596  0.346
H 1.483 -1.598 -0.234  0.278
H -0.952 -0.155 -3.255  0.245
H -1.567 0.781 0.248  0.309
H 1.674 0.123 -0.638  0.284

Forces on atoms 1 to 2 (eV/Å):
0.68 -1.98 0.53
3.61 2.48 1.67

The value obtained for the HOMO-LUMO gap is 9.8 eV. The value obtained for the HOMO energy is -9.28 eV. The value obtained for the LUMO energy is 0.51 eV. Its SMILES is O=C(O)O.C=C=N. The energy above the lowest of the compared OMol25 structures with the same formula, charge and spin is 2.566 eV.


For reference, largest force on an atom by record: 3.24, 2.45, 5.42, 0.63, 4.22, 4.69 eV Å⁻¹.